1.
Molecular formula: C4H13NOS
Method: DFT, ωB97M-V/def2-TZVPD

The HOMO energy is -8.65 eV. The value obtained for the energy relative to the best compared isomer or geometry (same formula, charge and spin) is 201.5 kJ/mol. As for the LUMO energy: 0.64 eV. Its frontier orbital gap is 9.3 eV. As for the structure (SMILES): CCNCCS.O.

Positions of all 20 atoms, in Å:
C 0.41066 -2.81798 -0.39085
C 0.80693 -1.60117 -1.37639
N 0.75415 -0.29808 -0.96885
C 1.51640 0.13717 0.19729
C 1.04091 0.01812 1.60886
S -0.72389 0.26056 1.63768
H 0.99781 -2.80896 0.53288
H -0.77443 -2.78563 -0.15378
H 0.75832 -3.78322 -0.89294
H 0.23423 -1.69400 -2.34060
H 1.85427 -1.69665 -1.46787
H -0.15660 0.08591 -0.68627
H 1.66744 1.27421 0.01655
H 2.57828 -0.27503 0.16829
H 1.28717 -0.97333 1.97158
H 1.40517 0.79991 2.32026
H -0.97858 -0.88125 2.25413
O -4.65391 5.69097 -0.86967
H -3.89663 5.27238 -1.39119
H -4.12772 6.07606 -0.16912

These are the Löwdin partial charges, in e, on atoms 1 to 5: atom 1 (C): -0.0914, atom 2 (C): -0.3213, atom 3 (N): -0.1388, atom 4 (C): -0.3426, atom 5 (C): -0.5766

2.
Molecular formula: CHBrN2
Method: DFT, ωB97M-V/def2-TZVPD

The HOMO energy (spin up / spin down) is -10.56 / -10.56 eV. The value obtained for the energy relative to the best compared isomer or geometry (same formula, charge and spin) is 377.5 kJ/mol. As for the LUMO energy (spin up / spin down): -1.41 / -2.68 eV. Its frontier orbital gap (spin up / spin down) is 9.1 / 7.9 eV.

Positions of all 5 atoms, in Å:
C -1.42975 -1.33831 -0.49464
N -1.60984 -2.44529 -0.72182
N -1.55560 -0.14426 -0.10937
Br -2.22962 1.00817 -1.37088
H 0.37094 0.04603 -0.37294

Charges obtained by Löwdin population analysis, quoted in units of e: atom 1 (C): -0.6557, atom 2 (N): 0.1853, atom 3 (N): -0.4394, atom 4 (Br): 0.6923, atom 5 (H): 0.2175

3.
Molecular formula: C18H25N5O2S2SbSe4Ti
Method: DFT, ωB97M-V/def2-TZVPD

The HOMO energy is -4.57 eV. As for the charge: -1. The value obtained for the energy relative to the best compared isomer or geometry (same formula, charge and spin) is 8.5 kJ/mol. As for the LUMO energy: 1.70 eV. Its frontier orbital gap is 6.3 eV.

Positions of all 58 atoms, in Å:
Ti 0.13524 -0.43026 -1.58508
N -2.75447 -0.27720 1.78077
C -2.73729 0.20401 3.18822
C -2.46858 1.71244 3.20779
C -1.04444 2.07639 2.76221
N -0.91480 1.82197 1.33806
C -0.00961 1.26815 3.54501
C -0.25939 -0.24105 3.55907
N -0.06925 -0.78906 2.23397
C -1.68863 -0.55021 4.00081
H -3.47234 0.21036 1.21439
H -2.84256 -1.30434 1.68279
H -1.84389 -0.04278 1.32458
H -3.72689 0.00819 3.60625
H -2.63044 2.07057 4.22778
H -3.18737 2.22143 2.56148
H -0.88472 3.13534 3.02000
H 0.04418 1.80314 1.01907
H -1.46773 2.44510 0.76147
H 0.00203 1.63364 4.57631
H 0.98583 1.46248 3.13152
H 0.42068 -0.68207 4.30811
H -0.23736 -1.78501 2.14737
H 0.79798 -0.52983 1.78125
H -1.81154 -0.25580 5.04719
H -1.86531 -1.62761 3.94271
O 1.20174 -0.59073 -3.31787
N 2.38394 -1.15788 -3.39425
C 2.91104 -1.28816 -4.63072
C 4.12123 -1.90032 -4.82528
C 4.82526 -2.37792 -3.72326
C 4.28310 -2.20514 -2.46825
C 3.04403 -1.59304 -2.29816
S 2.28912 -1.43809 -0.69739
H 2.28602 -0.88366 -5.41257
H 4.50673 -1.99681 -5.82911
H 5.77940 -2.86918 -3.84962
H 4.79596 -2.54319 -1.57863
O -0.36632 -2.39211 -1.69141
S -1.83723 -2.29697 -1.17024
N -1.77409 -0.70896 -0.79932
Se -1.90988 -3.39596 0.70822
Sb -2.90228 0.60679 -1.94758
Se -4.38715 1.76725 -0.42250
Se -3.71286 -0.52419 -3.88660
Se -0.73981 1.80623 -2.37892
C 1.67307 0.19819 -0.57714
C 2.60616 1.30310 -0.37185
C 2.14657 2.62666 -0.28637
C 3.01434 3.68345 -0.07120
C 4.38090 3.47317 0.06838
C 4.85864 2.17291 -0.01563
C 3.99080 1.11268 -0.22960
H 1.08928 2.82246 -0.41854
H 2.61480 4.68861 -0.01589
H 5.05622 4.30143 0.23661
H 5.91934 1.97782 0.08904
H 4.39040 0.10565 -0.27800

These are the Löwdin partial charges, in e, on atoms 1 to 5: atom 1 (Ti): 0.4915, atom 2 (N): 0.1090, atom 3 (C): -0.2807, atom 4 (C): -0.1075, atom 5 (C): -0.3700

4.
Molecular formula: C16H40N2O6Zn
Method: DFT, ωB97M-V/def2-TZVPD

The HOMO energy is -7.24 eV. As for the LUMO energy: 0.27 eV. Its frontier orbital gap is 7.5 eV.

Positions of all 65 atoms, in Å:
Zn 1.03429 -1.68542 0.49312
C 2.94474 -3.40230 3.27717
C 2.52915 -1.93153 3.33495
O 1.66237 -1.47447 2.36959
H 3.66015 -3.53292 2.45631
H 2.07349 -4.03679 3.09511
H 3.49612 -3.76685 4.14657
H 3.48717 -1.37513 3.27126
H 2.13378 -1.66487 4.32732
C -2.96562 -3.01116 1.10398
C -1.60799 -3.67782 0.85518
O -0.61108 -2.85086 0.40707
H -2.94385 -2.14503 1.77603
H -3.71236 -3.72912 1.43855
H -3.26678 -2.50574 0.17499
H -1.85161 -4.47532 0.13647
H -1.32284 -4.16215 1.80157
C -1.93939 -0.64581 -1.95412
O -1.58836 0.68678 -2.28439
C -2.65215 1.36317 -2.90698
C -2.39012 2.84896 -2.87997
N -2.18554 3.28238 -1.48047
C -2.12582 4.73169 -1.38479
C -1.77535 5.16191 0.03790
O -0.39789 5.00199 0.29357
C -0.03740 5.41183 1.59955
H -2.78021 -0.63780 -1.25127
H -1.09576 -1.17044 -1.51719
H -2.31863 -1.17419 -2.83797
H -3.59912 1.15024 -2.39509
H -2.82912 1.00415 -3.92773
H -3.13775 3.46393 -3.37173
H -1.41086 2.99690 -3.36153
H -1.28558 2.92555 -1.18828
H -3.06349 5.21737 -1.66212
H -1.39331 5.15706 -2.08903
H -2.35344 4.53218 0.72320
H -2.07923 6.20517 0.17591
H 1.02757 5.20026 1.65681
H -0.59458 4.84500 2.35337
H -0.24489 6.47505 1.75722
C -1.32267 0.38418 1.14299
O -0.01588 0.13427 0.64113
C 0.60324 1.28446 0.05591
C 2.00682 0.74685 -0.23909
N 1.89893 -0.54352 -0.96181
C 3.22750 -1.12487 -1.26050
C 2.97112 -2.61981 -1.43233
O 2.36474 -3.08671 -0.23329
C 2.43855 -4.47395 0.04158
H -1.94047 -0.50667 1.12958
H -1.86419 1.14231 0.56796
H -1.21208 0.78661 2.15169
H 0.68137 2.06104 0.81814
H 0.10702 1.65699 -0.83898
H 2.48228 0.53953 0.72324
H 2.62741 1.44007 -0.81720
H 1.42709 -0.30539 -1.83216
H 3.98107 -0.94178 -0.49655
H 3.64714 -0.70815 -2.18111
H 3.89698 -3.16319 -1.63620
H 2.28230 -2.79255 -2.26640
H 1.85287 -5.00175 -0.71915
H 1.93149 -4.60510 0.99365
H 3.43867 -4.90870 0.07880

These are the Löwdin partial charges, in e, on atoms 1 to 5: atom 1 (Zn): 0.6839, atom 2 (C): -0.1053, atom 3 (C): -0.4528, atom 4 (O): -0.3126, atom 5 (H): 0.0543

5.
Molecular formula: C3H6O
Method: DFT, ωB97M-V/def2-TZVPD

The HOMO energy is -10.25 eV. The value obtained for the energy relative to the best compared isomer or geometry (same formula, charge and spin) is 184.0 kJ/mol. As for the LUMO energy: 0.80 eV. Its frontier orbital gap is 11.0 eV. As for the structure (SMILES): C=C.C=O.

Positions of all 10 atoms, in Å:
C -0.47074 1.60149 -1.05703
C -0.78074 0.38467 -1.47598
H 0.35197 1.66150 -0.35599
H -0.99594 2.47292 -1.42328
H -0.14482 -0.44817 -1.18516
H -1.50308 0.14971 -2.24564
C 0.88028 -1.45628 1.92828
O 1.92268 -2.03209 2.06121
H 0.35477 -1.02495 2.80227
H 0.38562 -1.30881 0.95131

These are the Löwdin partial charges, in e, on atoms 1 to 5: atom 1 (C): -0.0738, atom 2 (C): -0.0884, atom 3 (H): 0.0434, atom 4 (H): 0.0463, atom 5 (H): 0.0283

E_tot for every record listed, in sequence, given in Ha: -688.31197; -2722.02247; -12617.14061; -2973.78175; -193.07313.